# 1
ORCA calculation (the ωB97M-V functional and the def2-TZVPD basis) on C29H21Cl2N9O2Pd as an isolated structure.

XYZ file:
```
64
Properties=species:S:1:pos:R:3:nbo_charge:R:1
C 6.7534 5.6417 6.7278 -0.195
H 12.1006 8.7142 10.4817 0.191
N 9.6779 7.0383 5.0308 -0.005
H 14.9975 15.5331 9.6517 0.256
C 12.5010 13.5651 10.8444 0.191
O 15.9027 14.0022 8.1668 -0.646
O 9.8592 12.7460 11.5732 -0.667
C 9.3622 5.3827 8.2003 -0.198
C 9.6900 11.2915 9.7150 0.204
H 12.0701 6.4418 9.2305 0.203
N 14.2545 10.9397 7.5622 -0.432
C 6.9045 5.0578 8.0742 -0.244
C 14.3772 9.8067 6.8265 0.084
C 11.5982 9.2986 7.4261 0.388
Cl 14.5534 17.5639 11.6457 0.002
N 11.6060 7.8721 7.5200 -0.476
H 7.9967 4.3682 9.8216 0.231
C 13.5171 14.0714 10.0019 0.125
H 5.9663 5.8113 6.0138 0.238
C 16.1101 11.8584 6.4319 -0.213
C 8.1773 4.9679 8.7781 -0.238
Cl 12.0587 16.5297 13.4255 0.017
C 8.1429 5.8960 6.1498 0.060
H 5.8062 4.9024 8.6084 0.216
C 14.1957 15.2868 10.2254 -0.239
C 9.1542 10.1432 10.3885 -0.279
H 15.6652 8.6329 5.5398 0.216
C 10.5685 12.1401 10.8124 0.621
N 11.7396 12.3913 10.4216 -0.636
N 9.4906 11.6776 8.5002 -0.475
H 11.1707 14.1442 12.6026 0.274
C 9.3632 5.7623 6.7891 0.069
N 13.8484 13.1740 9.0001 -0.596
N 10.1725 6.4348 6.1037 -0.190
C 12.0078 8.6021 9.5159 0.000
C 8.8439 10.8438 7.6725 0.091
H 11.5466 11.0669 6.1404 0.197
C 8.4824 9.2341 9.4638 -0.178
C 11.2574 10.1464 6.2637 -0.695
H 17.0505 10.4938 4.9933 0.217
H 10.3502 5.1105 8.6493 0.223
H 11.9318 5.9679 6.9809 0.186
C 15.0853 11.9508 7.3340 0.135
C 11.5620 6.8816 6.4644 -0.029
H 11.0628 9.6073 5.3428 0.194
H 16.7538 12.7234 6.3264 0.268
H 12.2846 6.9182 5.6311 0.234
N 11.8394 9.6924 8.7447 -0.629
C 13.6985 16.1215 11.2831 -0.077
N 8.4793 6.6224 4.9144 -0.241
H 8.1039 8.2973 9.7127 0.199
H 7.7640 9.0072 7.4520 0.207
C 16.2099 10.6974 5.6674 -0.152
H 13.7065 8.9545 7.2014 0.235
C 8.2769 9.6262 8.1777 -0.311
H 8.8246 11.1784 6.5633 0.215
Pd 12.8643 11.4991 8.9511 0.857
H 18.9465 18.0871 2.9935 -0.989
C 14.9449 13.1849 8.2091 0.614
C 11.7167 7.4226 8.9731 -0.203
H 9.4134 9.9879 11.4408 0.221
C 15.4259 9.6357 5.9557 -0.274
C 12.6750 15.6854 12.1086 -0.133
C 12.0141 14.4017 11.8633 -0.241
```

Values from the calculation:
* total charge: -2
* 2S+1: 1

# 2
ORCA calculation (the ωB97M-V functional and the def2-TZVPD basis) on C20H18B2F4N6O2Rh as an isolated structure.

XYZ file:
```
53
Properties=species:S:1:pos:R:3:nbo_charge:R:1
C 0.8462 -0.1895 2.2927 0.555
C 2.9782 -0.4727 3.5362 -0.209
C 3.7364 0.7307 -2.5583 -0.363
C 3.1759 0.1725 5.8426 -0.220
N 1.5828 0.4837 -3.0193 -0.260
C 3.7376 -0.3617 4.6917 -0.215
F 0.3933 2.0579 0.4312 -0.537
C -1.3538 -2.0290 -1.1960 0.365
Rh 0.2099 0.1344 -0.3374 1.225
H -3.8306 2.3133 -2.7323 0.223
C 1.6507 -0.0623 3.5333 -0.022
C 2.9926 0.6501 -1.3833 -0.023
F 0.3500 2.9218 2.5625 -0.556
C -2.3728 -1.7561 -0.2455 -0.225
C -1.7102 -2.7908 -2.3248 -0.230
H 3.4012 -0.8762 2.6260 0.229
N -1.1166 0.8374 -1.6885 -0.258
H -0.9344 -2.9969 -3.0475 0.221
H 3.2901 0.6997 -0.3490 0.235
B 0.2557 0.1735 -3.7805 0.187
C 2.7954 0.6208 -3.5679 -0.013
H 0.3217 0.7164 -4.8579 -0.058
C 1.0900 0.4809 4.6842 -0.170
B -0.3156 2.9749 1.3468 1.363
H -4.4196 -2.0350 0.3067 0.202
C 1.8532 0.5980 5.8341 -0.227
H 1.4190 1.0339 6.7251 0.205
C -4.0012 -2.9589 -1.5765 -0.282
O -0.0854 -1.6701 -1.0643 -0.644
H 2.8992 0.6384 -4.6393 0.215
N 1.7054 0.5012 -1.6849 -0.275
H 0.0670 0.8283 4.6488 0.241
F -1.6185 2.4964 1.4297 -0.565
C -3.6695 -2.2385 -0.4500 -0.150
C -2.0267 -1.1437 1.0245 0.142
H 4.7987 0.8648 -2.6589 0.220
N -0.4533 -0.2115 2.4130 -0.417
F -0.2657 4.2256 0.7515 -0.555
C -2.2710 1.4400 -1.4190 -0.020
H -2.5538 -1.4265 1.9327 0.198
C -2.0045 1.4016 -3.5922 0.002
N -0.9383 0.8301 -3.0178 -0.274
N -0.9971 -0.4016 1.1471 -0.230
O 1.4941 -0.3098 1.1759 -0.694
H -2.0441 1.4945 -4.6635 0.215
H 3.7705 0.2674 6.7430 0.201
H -3.2384 -3.8105 -3.3981 0.202
H 0.1060 -1.0148 -3.8824 -0.051
C -2.8914 1.8045 -2.6092 -0.360
C -3.0004 -3.2370 -2.5097 -0.198
H 4.7706 -0.6870 4.6918 0.201
H -5.0126 -3.3117 -1.7276 0.203
H -2.5659 1.5997 -0.3897 0.251
```

Values from the calculation:
* total charge: -1
* 2S+1: 1

# 3
ORCA calculation (the ωB97M-V functional and the def2-TZVPD basis) on C17H33NO3P2Re as an isolated structure.

XYZ file:
```
57
Properties=species:S:1:pos:R:3:nbo_charge:R:1
H 3.8124 -2.0379 -1.2779 0.232
H 0.0441 1.3023 -5.7297 0.211
H -0.0488 5.0238 -3.5046 0.213
C 0.6829 2.2995 3.9454 -0.733
C 0.0359 1.8327 -4.7794 -0.219
H 2.1043 -2.5954 -1.2235 0.241
H 0.3163 2.7356 4.8787 0.233
H 0.0130 0.0158 -3.5650 0.206
H 3.5700 -0.0001 1.8686 0.247
H -3.7752 1.8127 0.1673 0.216
H -2.6260 -0.9682 2.5591 0.227
H -4.0285 -0.6624 -0.3796 0.223
N 0.1803 1.1772 -1.1694 -0.676
H 1.5778 0.9458 1.2390 -0.103
H -2.6488 -0.7104 -1.5454 0.246
C -0.0482 3.2412 -2.3417 -0.254
H 1.4560 -3.9991 0.4498 0.236
C -0.0229 3.9348 -3.5345 -0.190
C 0.0481 1.8168 -2.3481 0.085
O -0.9962 -3.1300 0.0753 -0.567
H 2.6085 -1.3451 -2.4045 0.248
C 3.2658 1.0107 -0.9370 -0.948
H 0.0747 3.7958 -5.6767 0.209
O -0.1686 2.0058 1.7014 -0.784
C 0.0371 3.2364 -4.7478 -0.262
H -0.8966 -2.3090 2.7577 0.255
H 3.1680 -1.7313 1.7158 0.237
C -2.9552 -0.8813 -0.5053 -0.953
P 2.3732 -0.4078 -0.1720 1.066
C 3.5359 -0.8500 1.1781 -0.943
H -2.5113 0.8123 2.8768 0.275
H 1.0557 -4.6378 2.1077 0.216
C -2.6836 1.8924 0.0764 -0.942
H 0.9462 1.2436 4.1162 0.229
C -0.5334 -3.6003 1.1158 0.611
H 0.4458 -5.4455 0.6533 0.249
H 1.5750 2.8328 3.5851 0.230
H 4.5419 -1.0403 0.7756 0.222
H -2.2981 2.6641 0.7647 0.275
H -2.3982 2.1152 -0.9621 0.244
Re 0.2803 0.4856 0.4708 0.667
H 2.9320 1.9367 -0.4585 0.253
C -0.4428 2.4030 2.9437 0.820
H -0.1198 3.7214 -1.3576 0.223
H -3.9258 0.1491 1.9823 0.227
H 4.3459 0.9009 -0.7819 0.224
O -1.5403 2.8373 3.2822 -0.628
C 0.6982 -4.4679 1.0922 -0.723
H -2.2130 -3.4843 2.4718 0.242
C 0.0302 1.1134 -3.5981 -0.220
P -2.0161 0.2493 0.5666 1.003
C -2.8487 0.0345 2.1731 -0.954
C 2.7593 -1.7294 -1.3857 -0.951
C -1.1258 -3.3412 2.4754 -0.735
H -0.6784 -4.0259 3.2020 0.217
H -2.7026 -1.9170 -0.2243 0.276
H 3.0547 1.0688 -2.0104 0.248
```

Values from the calculation:
* total charge: 0
* 2S+1: 4
* expectation value of S²: 3.7838

# 4
ORCA calculation (the ωB97M-V functional and the def2-TZVPD basis) on C16H16BCeN4O6SSe as an isolated structure.

XYZ file:
```
46
Properties=species:S:1:pos:R:3:nbo_charge:R:1
S 0.6433 -2.1302 0.0144 -0.045
H -2.0003 3.0692 2.3456 0.213
O -2.3296 0.6011 -3.0242 -0.976
C -2.9291 -3.2147 -1.2961 0.495
C 2.2287 -2.3971 3.6755 -0.200
C 0.7998 -0.4556 3.7185 -0.018
H -3.3255 -5.3011 -0.5555 0.004
H 1.9469 -1.1536 5.3976 0.201
Ce -1.1373 -0.1165 -0.9550 1.642
C 0.4269 -0.6502 2.3695 0.135
H -4.8824 -4.3406 -1.3896 0.005
C 1.6945 -1.3405 4.3606 -0.243
O -3.2594 0.8171 -0.6588 -1.003
N -2.3504 -2.2167 -1.1795 -0.662
H 2.9198 -3.0794 4.1553 0.208
H 0.5341 0.8223 5.4419 0.206
H -1.2247 2.6507 0.8082 0.279
H 2.7529 1.1448 -5.2187 0.198
H -2.6705 1.7890 1.3119 0.263
C 1.8859 -2.5933 2.3339 -0.226
C 2.0580 0.5440 -4.6329 -0.395
H 2.3586 -0.5038 -4.6667 0.216
H 2.3154 -3.4183 1.7873 0.218
C 0.9972 -1.7615 1.6651 -0.139
C 0.2654 0.6586 4.4046 -0.120
O -3.9145 2.8563 -2.4521 -0.964
C -0.8842 1.2554 2.3842 0.305
Se -2.8345 1.7849 -1.9784 2.723
C 1.8595 2.0002 -0.6480 0.640
C 2.7945 2.5765 -1.6304 -0.352
O 0.4348 -0.4383 -2.7082 -0.663
H 3.4073 3.4141 -1.3323 0.227
H 3.5155 2.4881 -3.6385 0.203
N 1.1273 0.9285 -1.1076 -0.639
C 2.8593 2.0842 -2.8744 0.051
N -0.4348 0.2026 1.7312 -0.461
N 2.0804 1.0295 -3.2743 -0.411
H -0.9774 2.3832 4.2191 0.215
O 1.7377 2.4216 0.4925 -0.610
C 1.2167 0.4908 -2.3534 0.781
H 1.0513 0.6352 -5.0426 0.228
C -1.7478 2.2461 1.6778 -0.674
O -1.3593 2.3231 -1.4159 -1.010
H -3.3902 -5.0277 -2.5449 0.006
B -3.7002 -4.5855 -1.4600 -0.583
C -0.5592 1.5073 3.7433 -0.270
```

Values from the calculation:
* total charge: -1
* 2S+1: 1

# 5
ORCA calculation (the ωB97M-V functional and the def2-TZVPD basis) on C16H26BN4O9V as an isolated structure.

XYZ file:
```
57
Properties=species:S:1:pos:R:3:nbo_charge:R:1
C 0.3760 3.2243 0.1518 0.339
H -1.7900 0.4824 -2.7361 0.263
H 3.1066 1.7948 -0.1301 0.229
H -1.0465 2.9501 -1.6083 0.241
O -0.3476 0.2430 0.6212 -0.615
H 2.6481 3.9247 -0.0564 0.233
C 0.4346 -0.3017 3.7915 -0.701
C -1.3168 -4.2234 1.2359 -0.733
O -3.6292 -1.4227 -0.0024 -0.940
B -0.5713 0.7749 -0.7376 0.846
H 1.4213 4.6289 -1.3212 0.227
H 1.1844 -0.7892 4.5480 0.253
H -3.4978 3.8484 -2.9121 0.385
N 2.5494 -0.9878 -0.6496 -0.591
O -4.3652 0.8402 -3.4829 -0.557
H -2.9598 2.2697 -0.5951 0.234
H 5.4036 -1.0883 -0.8770 0.231
H -0.9076 -1.7049 0.0351 0.210
H 1.4681 5.2742 0.5315 0.231
H -0.3144 0.3662 4.3970 0.248
H 4.0655 1.4969 1.5415 0.263
O -5.8036 -4.0312 -0.9041 -0.856
C 1.5674 4.3423 -0.1992 -0.701
C 1.0612 -1.1610 -0.8117 0.227
O 2.8533 -3.4985 -0.9068 -0.533
O 1.2156 -4.2941 1.5268 -0.480
C -1.9514 0.3774 -1.5590 -0.524
C -4.0165 1.7960 -2.5808 0.683
H 4.9482 -1.7019 -2.6080 0.248
C 3.0600 1.2896 0.9319 -0.724
C 3.3341 -2.2429 -0.9594 0.717
N -4.3412 3.2327 -2.9258 -0.912
C 0.1247 -3.4802 1.4773 0.684
H 0.6932 2.2910 -1.9089 0.270
N -0.0622 3.1824 1.4521 -0.633
H -2.0117 -3.7170 0.4416 0.209
C -0.3755 -1.4562 2.8989 0.724
H 2.1805 1.6709 1.6104 0.271
C 4.9115 -2.0062 -1.4597 -0.715
H -5.1164 3.6280 -2.3496 0.397
N 0.3601 -2.0041 1.6978 -0.583
H 0.9693 0.3833 2.9748 0.235
C 0.0596 -1.1632 0.4798 0.233
H -1.8970 -4.1813 2.2773 0.272
H -1.1169 -5.3685 1.0394 0.266
C -0.1765 2.3273 -1.1032 -0.686
H 0.5336 3.9031 1.9596 0.334
O 0.4519 0.0046 -1.5295 -0.612
H -2.2763 -0.7593 -1.3987 0.300
C 2.9467 -0.3433 0.6568 0.687
C -3.2560 1.3007 -1.1845 -0.530
H 5.5861 -2.9487 -1.2955 0.258
H -4.0773 0.7110 -0.5616 0.295
O 3.2982 -1.1227 1.7173 -0.521
O -1.6144 -1.7641 3.2904 -0.558
V -4.7164 -2.7269 -0.4532 1.709
H 0.7426 -2.0697 -1.4782 0.251
```

Values from the calculation:
* total charge: 0
* 2S+1: 1

Number 1: largest force on an atom 0.1777 Eh/bohr, DFT total energy -2808.9810 hartree. Number 2: largest force on an atom 0.0114 Eh/bohr, DFT total energy -1812.0856 hartree. Number 3: largest force on an atom 0.0518 Eh/bohr, DFT total energy -1708.9301 hartree. Number 4: largest force on an atom 0.0468 Eh/bohr, DFT total energy -4589.5285 hartree. Number 5: largest force on an atom 0.1772 Eh/bohr, DFT total energy -2489.6333 hartree.